(1)
The following is a quantum chemistry calculation of 9 unconnected molecules or ions with the total composition C55H55F8NO2, from the Open Molecules 2025 dataset.

As for the net charge: 0. Its lowest unoccupied orbital energy is 0.71 eV. Its SMILES is NCCCCCCOC=O.Fc1ccccc1.Fc1ccccc1.Fc1ccccc1.Fc1ccccc1.Fc1ccccc1.Fc1ccccc1.Fc1ccccc1.Fc1ccccc1. Its energy relative to the best compared isomer or geometry (same formula, charge and spin) is 16.8 kcal/mol. The value obtained for the strongest force on any atom is 2.732 eV Å⁻¹. Its highest occupied orbital energy is -8.61 eV. For the gap between HOMO and LUMO, the calculation gives 9.3 eV. Its calculated total energy is -3132.91541 a.u.

Each line ends with the Mulliken charge.
Element x y z (Å)
1 N -0.360 -6.079 -6.008  -0.694
2 C -0.569 -6.760 -4.724  -0.557
3 C 0.549 -6.445 -3.760  -0.217
4 C 0.448 -7.154 -2.414  -0.036
5 C 1.582 -6.676 -1.511  -0.574
6 C 1.904 -7.615 -0.348  -0.883
7 C 1.358 -7.175 1.020  -0.699
8 O 0.528 -6.003 0.919  -0.229
9 C 0.774 -5.059 1.820  0.243
10 O 0.794 -5.279 2.972  -0.498
11 H -0.343 -5.083 -5.808  0.251
12 H 0.580 -6.287 -6.331  0.308
13 H -0.671 -7.825 -4.885  0.380
14 H -1.522 -6.432 -4.328  0.139
15 H 0.567 -5.382 -3.541  0.076
16 H 1.518 -6.676 -4.185  0.326
17 H -0.493 -6.879 -1.970  -0.480
18 H 0.526 -8.227 -2.549  0.532
19 H 1.387 -5.659 -1.198  0.262
20 H 2.463 -6.632 -2.138  0.562
21 H 2.979 -7.680 -0.261  0.392
22 H 1.564 -8.612 -0.576  0.404
23 H 2.167 -7.047 1.718  0.479
24 H 0.755 -7.972 1.433  0.264
25 H 0.925 -4.041 1.462  0.307
26 F 3.113 0.044 2.460  -0.337
27 C 1.897 -0.172 3.000  0.417
28 C 1.058 0.902 3.219  -0.720
29 C -0.193 0.676 3.774  0.043
30 C -0.583 -0.616 4.106  -0.458
31 C 0.276 -1.684 3.882  -0.483
32 C 1.527 -1.462 3.321  -0.654
33 H 1.385 1.900 2.957  0.473
34 H -0.862 1.507 3.942  0.379
35 H -1.558 -0.793 4.539  0.332
36 H -0.019 -2.691 4.146  0.484
37 H 2.207 -2.285 3.139  0.539
38 F 2.164 -7.378 -7.063  -0.259
39 C 2.443 -7.922 -8.268  0.435
40 C 1.980 -9.190 -8.551  -0.388
41 C 2.265 -9.743 -9.790  -0.365
42 C 3.010 -9.030 -10.719  -0.571
43 C 3.468 -7.756 -10.410  -0.341
44 C 3.180 -7.192 -9.176  -0.431
45 H 1.406 -9.730 -7.810  0.406
46 H 1.904 -10.734 -10.031  0.349
47 H 3.232 -9.466 -11.683  0.363
48 H 4.051 -7.200 -11.131  0.353
49 H 3.521 -6.198 -8.918  0.403
50 F -2.519 2.787 4.067  -0.085
51 C -3.745 2.590 4.605  0.473
52 C -4.563 3.681 4.812  -0.547
53 C -5.822 3.477 5.359  -0.465
54 C -6.238 2.196 5.694  -0.548
55 C -5.396 1.114 5.479  -0.457
56 C -4.139 1.308 4.926  -0.110
57 H -4.217 4.672 4.549  0.415
58 H -6.478 4.321 5.522  0.367
59 H -7.219 2.042 6.123  0.377
60 H -5.717 0.116 5.743  0.376
61 H -3.471 0.478 4.742  0.217
62 F -2.666 -6.093 -2.429  -0.091
63 C -3.537 -6.648 -1.561  0.393
64 C -4.888 -6.563 -1.828  -0.555
65 C -5.784 -7.137 -0.938  -0.376
66 C -5.320 -7.776 0.204  -0.545
67 C -3.957 -7.846 0.454  -0.561
68 C -3.053 -7.282 -0.435  -0.097
69 H -5.229 -6.054 -2.720  0.423
70 H -6.846 -7.084 -1.136  0.366
71 H -6.022 -8.220 0.897  0.369
72 H -3.594 -8.340 1.346  0.381
73 H -1.987 -7.331 -0.259  0.302
74 F -2.729 3.085 -1.530  -0.328
75 C -2.192 3.971 -0.668  0.266
76 C -1.517 5.068 -1.166  -0.625
77 C -0.967 5.981 -0.278  -0.222
78 C -1.095 5.779 1.090  -0.554
79 C -1.774 4.668 1.571  -0.209
80 C -2.333 3.756 0.688  -0.448
81 H -1.426 5.199 -2.236  0.442
82 H -0.443 6.846 -0.651  0.517
83 H -0.663 6.490 1.781  0.254
84 H -1.870 4.509 2.635  0.436
85 H -2.872 2.887 1.043  0.463
86 F 0.913 8.238 0.016  -0.211
87 C 1.468 9.136 0.861  0.481
88 C 2.136 10.221 0.332  -0.526
89 C 2.703 11.145 1.197  -0.499
90 C 2.602 10.968 2.569  -0.372
91 C 1.929 9.868 3.080  -0.529
92 C 1.352 8.943 2.222  -0.226
93 H 2.208 10.336 -0.742  0.420
94 H 3.224 12.004 0.797  0.362
95 H 3.048 11.690 3.242  0.378
96 H 1.853 9.727 4.150  0.379
97 H 0.819 8.083 2.602  0.322
98 F -0.919 -2.756 -4.774  -0.325
99 C -0.239 -2.005 -3.885  0.352
100 C 0.425 -0.877 -4.323  -0.550
101 C 1.119 -0.109 -3.399  -0.308
102 C 1.146 -0.479 -2.062  -0.712
103 C 0.475 -1.620 -1.644  -0.506
104 C -0.228 -2.390 -2.559  -0.298
105 H 0.395 -0.609 -5.371  0.433
106 H 1.638 0.782 -3.725  0.378
107 H 1.690 0.122 -1.345  0.449
108 H 0.497 -1.911 -0.602  0.519
109 H -0.766 -3.280 -2.253  0.555
110 F 1.245 13.200 5.079  -0.335
111 C 2.395 13.477 5.723  0.233
112 C 2.878 12.577 6.652  -0.259
113 C 4.065 12.862 7.309  -0.337
114 C 4.747 14.040 7.038  -0.479
115 C 4.243 14.934 6.103  -0.331
116 C 3.061 14.652 5.435  -0.423
117 H 2.328 11.667 6.854  0.414
118 H 4.458 12.163 8.035  0.362
119 H 5.671 14.261 7.555  0.373
120 H 4.772 15.854 5.893  0.358
121 H 2.655 15.332 4.697  0.425

(2)
The following is a quantum chemistry calculation of a molecular structure, C55H57N6P2S2Sc, from the Open Molecules 2025 dataset.

As for the net charge: +2. Its lowest unoccupied orbital energy (spin up / spin down) is -5.92 / -5.85 eV. Its energy relative to the best compared isomer or geometry (same formula, charge and spin) is 1.4 kcal/mol. The value obtained for the strongest force on any atom is 0.826 eV Å⁻¹. Its highest occupied orbital energy (spin up / spin down) is -12.07 / -12.00 eV. For the gap between HOMO and LUMO (spin up / spin down), the calculation gives 6.1 / 6.1 eV. Its calculated total energy is -4698.00367 a.u.

Each line ends with the Mulliken charge.
Element x y z (Å)
1 Sc -0.419 -0.218 0.459  -0.425
2 C -2.971 -2.261 -2.204  -2.296
3 C -2.685 -2.069 -0.735  0.994
4 C -1.966 -3.035 -0.015  0.760
5 C -1.629 -4.342 -0.690  -1.893
6 C -1.730 -2.848 1.357  2.026
7 C -0.916 -3.844 2.137  -2.349
8 C -2.335 -1.782 2.045  0.548
9 C -2.287 -1.757 3.554  -2.222
10 C -3.125 -0.856 1.337  1.628
11 C -4.006 0.119 2.074  -1.990
12 C -3.286 -1.001 -0.052  1.194
13 C -4.334 -0.187 -0.742  -2.464
14 H -4.014 -2.552 -2.358  0.489
15 H -2.346 -3.028 -2.647  0.606
16 H -2.809 -1.339 -2.765  0.333
17 H -1.031 -4.216 -1.590  0.146
18 H -2.562 -4.826 -0.990  0.494
19 H -1.104 -5.029 -0.036  0.391
20 H -1.548 -4.648 2.527  0.495
21 H -0.435 -3.357 2.984  0.665
22 H -0.134 -4.295 1.531  0.054
23 H -3.147 -1.248 3.975  0.549
24 H -1.387 -1.264 3.926  0.234
25 H -2.295 -2.770 3.951  0.433
26 H -3.622 0.382 3.051  0.408
27 H -4.997 -0.328 2.207  0.474
28 H -4.145 1.045 1.527  0.085
29 H -5.312 -0.642 -0.553  0.396
30 H -4.197 -0.155 -1.817  0.705
31 H -4.383 0.826 -0.361  0.560
32 S 0.819 -0.404 2.628  -0.487
33 C 1.914 -1.660 2.076  0.330
34 N 3.081 -1.773 2.718  -0.798
35 N 3.870 -2.787 2.569  0.173
36 C 3.627 -4.142 2.181  0.693
37 C 2.397 -4.754 2.367  -0.421
38 C 2.261 -6.099 2.075  -0.590
39 C 3.344 -6.831 1.593  -0.708
40 C 4.570 -6.209 1.419  -0.609
41 C 4.717 -4.862 1.718  -0.509
42 N 1.725 -2.403 0.978  -0.511
43 N 0.880 -1.952 0.133  1.891
44 C 0.941 -2.608 -1.124  0.337
45 C 1.606 -3.814 -1.329  -0.158
46 C 1.620 -4.376 -2.595  -0.795
47 C 0.981 -3.748 -3.663  -1.285
48 C 0.324 -2.542 -3.458  -0.588
49 C 0.307 -1.975 -2.191  0.909
50 H 4.791 -2.598 2.941  0.281
51 H 1.572 -4.195 2.783  0.797
52 H 1.311 -6.589 2.247  0.472
53 H 3.236 -7.885 1.378  0.435
54 H 5.419 -6.774 1.059  0.418
55 H 5.676 -4.372 1.591  0.445
56 H 2.090 -4.303 -0.493  0.231
57 H 2.125 -5.320 -2.751  0.490
58 H 0.985 -4.204 -4.644  0.431
59 H -0.174 -2.045 -4.282  0.553
60 H -0.213 -1.030 -2.040  -0.784
61 C -1.702 4.484 0.129  -1.192
62 N -1.480 3.024 0.191  0.855
63 P -0.824 2.271 1.575  1.472
64 C 0.565 3.308 2.110  0.797
65 C 1.878 2.903 1.890  0.149
66 C 2.936 3.713 2.278  -0.866
67 C 2.686 4.932 2.892  -0.766
68 C 1.378 5.344 3.117  -0.742
69 C 0.321 4.533 2.739  -0.695
70 C -1.983 2.520 2.939  1.027
71 C -3.229 3.119 2.797  -0.700
72 C -4.049 3.286 3.905  -0.698
73 C -3.634 2.840 5.151  -0.697
74 C -2.398 2.217 5.293  -0.699
75 C -1.572 2.059 4.191  -1.094
76 P -1.175 2.097 -1.214  1.326
77 C -2.208 2.926 -2.490  -0.038
78 C -3.571 2.653 -2.591  -0.422
79 C -4.365 3.295 -3.530  -0.878
80 C -3.805 4.233 -4.383  -0.657
81 C -2.454 4.529 -4.283  -0.772
82 C -1.656 3.879 -3.352  -0.522
83 C 0.468 2.529 -1.866  0.659
84 C 1.294 3.506 -1.331  -0.325
85 C 2.482 3.842 -1.974  -1.169
86 C 2.838 3.211 -3.155  -0.751
87 C 2.019 2.219 -3.689  -1.062
88 C 0.845 1.877 -3.043  -0.404
89 H -2.159 4.824 1.053  0.527
90 H -2.379 4.711 -0.692  0.442
91 H -0.776 5.039 -0.016  0.151
92 H 2.088 1.958 1.415  0.199
93 H 3.953 3.383 2.110  0.525
94 H 3.511 5.557 3.210  0.427
95 H 1.182 6.293 3.599  0.477
96 H -0.694 4.852 2.949  0.300
97 H -3.573 3.444 1.824  0.334
98 H -5.014 3.763 3.793  0.472
99 H -4.271 2.979 6.015  0.416
100 H -2.076 1.865 6.264  0.490
101 H -0.602 1.586 4.310  0.443
102 H -4.026 1.950 -1.926  0.493
103 H -5.420 3.059 -3.595  0.479
104 H -4.418 4.733 -5.121  0.402
105 H -2.011 5.272 -4.933  0.472
106 H -0.607 4.131 -3.303  0.403
107 H 1.028 4.012 -0.414  0.217
108 H 3.118 4.611 -1.554  0.462
109 H 3.751 3.492 -3.666  0.449
110 H 2.294 1.728 -4.615  0.501
111 H 0.197 1.119 -3.475  0.549
112 S 2.611 0.421 -0.455  -0.030
113 C 3.602 0.114 -1.799  0.070
114 N 3.252 -0.774 -2.765  0.262
115 C 4.008 -1.082 -3.851  -0.199
116 C 5.207 -0.479 -4.040  -0.942
117 C 5.626 0.465 -3.078  -0.271
118 C 4.853 0.750 -1.990  -1.085
119 H 2.355 -1.230 -2.651  -0.181
120 H 3.595 -1.822 -4.521  0.473
121 H 5.815 -0.727 -4.897  0.478
122 H 6.574 0.971 -3.209  0.458
123 H 5.165 1.465 -1.243  0.531